{
  "formula": "C37H81N7O15",
  "method": "ωB97M-V/def2-TZVPD",
  "symbols": ["C", "O", "N", "C", "C", "H", "H", "H", "H", "H", "H", "H", "C", "O", "N", "C", "C", "H", "H", "H", "H", "H", "H", "H", "C", "O", "N", "C", "C", "H", "H", "H", "H", "H", "H", "H", "C", "O", "N", "C", "C", "H", "H", "H", "H", "H", "H", "H", "C", "O", "N", "C", "C", "H", "H", "H", "H", "H", "H", "H", "C", "O", "N", "C", "C", "H", "H", "H", "H", "H", "H", "H", "C", "O", "N", "C", "C", "H", "H", "H", "H", "H", "H", "H", "O", "C", "O", "C", "C", "C", "H", "H", "H", "H", "H", "H", "H", "H", "O", "C", "O", "C", "C", "C", "H", "H", "H", "H", "H", "H", "H", "H", "O", "C", "O", "C", "C", "C", "H", "H", "H", "H", "H", "H", "H", "H", "O", "C", "O", "C", "C", "C", "H", "H", "H", "H", "H", "H", "H", "H"],
  "positions_angstrom": [[0.3534, -1.8348, 1.8506], [1.4067, -1.2499, 2.0255], [0.1232, -2.6720, 0.7776], [-1.1767, -3.3216, 0.5431], [1.1622, -2.8524, -0.2111], [-0.5153, -1.6858, 2.5104], [-1.9561, -3.0089, 1.2380], [-1.0749, -4.3647, 0.8428], [-1.4964, -3.1779, -0.4890], [2.1157, -2.3616, -0.0160], [1.2508, -3.9280, -0.3643], [0.9466, -2.4140, -1.1854], [-1.6517, 1.7374, 2.9775], [-1.2262, 1.2818, 1.9468], [-0.8674, 2.0053, 4.0732], [-1.2860, 2.9305, 5.0777], [0.5614, 1.6153, 4.0267], [-2.7210, 1.8607, 3.2089], [-1.0550, 2.6149, 6.0951], [-2.3662, 3.0570, 5.0051], [-0.8951, 3.9409, 4.9577], [0.8422, 0.7456, 3.4327], [1.0725, 2.4668, 3.5773], [0.9482, 1.3301, 5.0051], [-4.1406, -1.3161, 0.6492], [-3.7361, -2.4278, 0.2609], [-3.3016, -0.3507, 1.0709], [-3.7064, 0.9314, 1.6178], [-1.8345, -0.5370, 1.0131], [-5.1988, -1.0190, 0.5835], [-3.2810, 1.6709, 0.9394], [-3.2296, 1.1430, 2.5749], [-4.7846, 1.0910, 1.6168], [-1.3095, -0.0301, 1.8227], [-1.5748, -1.5955, 1.0279], [-1.4458, -0.0662, 0.1102], [-2.1075, -5.4914, -1.9507], [-0.8914, -5.6944, -2.2413], [-2.7160, -4.3042, -2.0712], [-4.0763, -4.0846, -1.5753], [-2.0392, -3.0859, -2.5818], [-2.8229, -6.2405, -1.5775], [-4.5533, -5.0299, -1.3162], [-4.8361, -3.7131, -2.2630], [-3.9895, -3.4464, -0.6960], [-1.1309, -3.3498, -3.1236], [-2.6050, -2.6795, -3.4201], [-1.8066, -2.3516, -1.8105], [3.5262, 1.2115, -2.9997], [4.1154, 2.1391, -3.5229], [3.9339, 0.5995, -1.8682], [3.2534, -0.5619, -1.2512], [5.2806, 0.9896, -1.3760], [2.5951, 0.7695, -3.3870], [3.1712, -0.4970, -0.1663], [3.6846, -1.5074, -1.5802], [2.2197, -0.7496, -1.5418], [5.8951, 1.7092, -1.9169], [5.1892, 1.3338, -0.3458], [6.0577, 0.2264, -1.4166], [-2.6043, 3.8022, -1.3038], [-3.3717, 4.5927, -0.6964], [-1.5280, 3.1856, -0.7226], [-1.3453, 3.2638, 0.7413], [-0.7796, 2.1253, -1.3499], [-2.7365, 3.6077, -2.3794], [-1.9434, 2.5271, 1.2776], [-1.6111, 4.2539, 1.1116], [-0.3016, 3.0009, 0.9134], [-0.8817, 1.2226, -0.7475], [-1.1122, 1.8694, -2.3559], [0.2896, 2.3291, -1.4077], [2.1301, 3.3855, -0.5872], [1.1767, 4.1380, -0.4961], [3.1425, 3.3544, 0.2530], [3.9567, 2.1998, 0.3669], [3.2671, 4.2802, 1.3320], [2.2204, 2.5712, -1.3226], [3.7576, 1.4464, -0.3953], [3.7622, 1.7373, 1.3345], [5.0352, 2.3423, 0.2985], [2.5061, 5.0465, 1.4792], [3.1259, 3.6371, 2.2007], [4.2745, 4.6843, 1.4314], [1.5755, -1.7465, -2.1458], [1.4015, -1.7865, -3.3625], [1.5790, -2.8917, -4.1160], [1.9831, -4.1178, -3.5757], [1.0302, -4.8994, -2.6598], [0.9752, -0.5029, -4.1096], [2.9771, -3.9900, -3.1470], [2.1945, -4.7518, -4.4369], [1.6421, -5.6927, -2.2303], [0.2452, -5.3704, -3.2514], [0.6358, -4.2960, -1.8422], [1.2361, 0.4666, -3.6853], [-0.1050, -0.3664, -4.1598], [1.3920, -0.5047, -5.1167], [1.8865, 1.4591, -0.9290], [1.1096, 0.9534, -0.1279], [0.1087, 0.0566, -0.4264], [-0.1918, -0.3371, -1.7301], [-1.3403, -1.4060, -1.7488], [1.4404, 0.9099, 1.3370], [0.7738, -0.7165, -2.0646], [-0.5064, 0.4318, -2.4357], [-2.3041, -0.9694, -1.4867], [-1.1298, -2.0565, -0.8998], [-1.2445, -2.0154, -2.6474], [1.7301, 1.8815, 1.7371], [2.3353, 0.3122, 1.5104], [0.6366, 0.4992, 1.9481], [3.0710, 0.3042, 4.4835], [3.8302, 0.6241, 3.5673], [4.1781, -0.1932, 2.5641], [3.5408, -1.4327, 2.4230], [4.0642, -2.4811, 3.3657], [4.5907, 1.8839, 3.4539], [3.8325, -1.7372, 1.4179], [2.4603, -1.2899, 2.4100], [5.1475, -2.3998, 3.4551], [3.8729, -3.4349, 2.8738], [3.6347, -2.3234, 4.3550], [4.6136, 2.2430, 2.4250], [5.6191, 1.7999, 3.8054], [4.1171, 2.6843, 4.0225], [-5.3188, 0.1656, -0.8173], [-4.4755, 0.9542, -1.2913], [-4.6761, 2.2693, -1.4479], [-5.9162, 2.8785, -1.1105], [-6.2314, 3.0050, 0.3711], [-3.0664, 0.5185, -1.6107], [-6.6123, 2.2075, -1.6138], [-5.8590, 3.8419, -1.6170], [-5.7494, 3.9111, 0.7380], [-5.8437, 2.1095, 0.8568], [-7.3018, 3.0961, 0.5555], [-2.9056, -0.4838, -1.2139], [-2.3596, 1.1627, -1.0878], [-3.0514, 0.5603, -2.6998]],
  "atomic_forces_ev_per_a": [[-1.4, -2.3, -1.2], [-8.2, -1.5, -1.9], [0.4, 1.3, 2.1], [1.3, -1.9, 1.7], [-0.9, -1.4, 1.2], [0.6, -0.6, 0.2], [0.4, 0.0, -0.3], [0.2, -0.5, -0.8], [-0.2, -1.6, 1.3], [-0.2, -0.4, 0.9], [0.7, 0.1, 0.4], [-1.7, -1.7, 2.5], [2.8, 1.3, 4.7], [1.1, 3.0, 3.2], [0.4, -1.5, -1.3], [-0.8, 0.4, 0.5], [-0.2, 0.5, 0.4], [1.5, 2.0, 0.9], [0.1, -0.3, -0.1], [-0.1, -0.1, 0.1], [0.4, 0.0, -0.3], [-1.0, 0.3, 0.5], [0.5, 0.0, 0.4], [-0.2, 0.7, 0.2], [0.3, 0.0, 0.8], [0.0, 2.7, 2.1], [0.3, -0.9, 1.1], [-0.9, -0.4, -1.4], [-2.0, -3.0, -1.1], [0.5, -0.6, 0.9], [-0.5, 0.3, 0.0], [-2.7, -2.1, -1.7], [0.3, -0.6, 0.3], [-0.9, -3.0, -0.8], [-1.3, 1.8, -0.6], [-1.2, -0.6, 1.4], [1.1, 0.4, -0.6], [-6.5, -1.4, 2.3], [-0.5, -0.9, -1.7], [-0.4, -1.4, -0.2], [-5.7, -9.8, -1.8], [0.4, -0.3, 0.1], [0.5, -0.4, 0.3], [0.6, 0.6, -0.7], [-0.9, -0.9, -1.1], [0.6, -0.7, 0.7], [-0.8, 0.5, 0.3], [-6.1, -9.5, 0.4], [0.1, 0.0, -0.2], [-0.4, -0.2, -0.2], [2.3, -0.9, -0.2], [1.8, 1.0, 0.1], [2.2, -1.9, -0.4], [0.9, 0.6, 0.2], [0.9, 0.1, 0.0], [0.8, 0.1, 0.4], [2.4, 2.8, 0.8], [-1.3, 0.8, -0.5], [1.8, -2.1, -2.0], [-0.6, -1.2, 0.0], [-0.2, 1.6, 1.8], [1.6, -1.6, -1.1], [-1.5, 0.8, -0.1], [-0.5, 1.2, -1.3], [-0.5, 1.9, -0.6], [0.2, -0.1, 0.1], [-0.1, 2.0, -2.0], [0.4, 0.2, -0.3], [-0.1, 0.5, 0.2], [-0.8, 2.3, -0.5], [-0.4, 1.1, 0.2], [-1.2, 0.7, -0.3], [0.3, 3.8, -2.0], [-0.5, 0.8, 0.5], [1.2, 1.2, 0.6], [-0.8, 0.2, 1.3], [-0.3, -0.5, 1.9], [0.9, 4.9, -1.5], [-1.1, 1.7, 1.3], [0.0, -0.1, -0.7], [-0.5, 2.0, 1.1], [0.0, 0.0, -1.0], [0.1, 0.3, 0.7], [0.0, 0.2, -0.3], [2.3, -5.5, -8.4], [0.4, -0.7, -1.2], [-1.3, 3.2, -0.2], [1.6, -1.9, 1.0], [2.6, 1.5, -1.9], [-0.2, -0.5, -1.3], [0.1, 0.4, 0.4], [-0.2, 0.2, -0.2], [0.0, -0.1, 0.1], [1.5, 0.8, -0.4], [0.0, -0.4, -0.9], [0.0, -0.8, 0.3], [-0.1, -0.8, -0.4], [-0.1, -0.3, -0.1], [-4.3, -9.0, 1.8], [2.0, -2.5, 0.7], [3.7, 0.6, 1.7], [-1.4, 0.8, -1.1], [10.0, 11.2, 1.6], [-0.3, 1.5, -0.2], [-3.3, 2.1, 0.7], [0.2, -0.1, 0.8], [4.6, -3.9, -2.8], [1.3, 1.6, -0.4], [3.9, 6.0, -1.5], [-0.4, 0.4, -0.5], [-0.3, 0.5, -0.7], [0.8, 0.9, -1.4], [0.9, 0.6, -1.5], [-0.2, -1.7, 1.2], [1.0, 2.0, 0.6], [3.6, -1.6, 0.3], [0.3, 0.4, -0.1], [0.2, 1.6, 0.3], [0.0, 0.0, -0.2], [4.3, -0.6, 2.0], [0.2, 0.0, 0.1], [-0.3, -0.3, 0.6], [-0.1, -0.6, 0.0], [0.6, -0.3, 0.8], [0.0, -0.3, 0.1], [0.0, -0.2, 0.3], [0.9, 2.6, -2.3], [-1.8, -0.8, 1.7], [1.4, -1.1, 0.2], [-1.1, -0.5, -0.8], [0.6, 0.1, -0.3], [-3.5, 1.9, 0.4], [-0.7, 0.4, 0.1], [-0.2, -0.1, 0.1], [0.2, -0.2, 0.3], [-0.4, 0.5, 0.1], [0.0, -0.1, -0.2], [-5.1, 4.1, 1.2], [-1.0, -0.4, -0.7], [0.8, -0.2, 0.0]],
  "e_above_lowest_ev": 46.331,
  "e_tot_ha": -2968.76113,
  "max_force_ev_per_a": 15.09,
  "e_lumo_ev": 0.17,
  "e_homo_ev": -7.809
}